[1]
Here is a cluster of 16 separate species, C43H116BF3N10O26S in total from OMol25. Energies are from wB97M-V/def2-TZVPD.

XYZ file:
```
200
Properties=species:S:1:pos:R:3:forces:R:3
B 1.61263 -15.91761 27.66554 1.45 1.19 0.75
H 3.81417 -11.09264 28.22403 -0.08 -0.17 0.23
H 3.58442 -14.49496 28.59612 -1.52 -1.03 -0.70
H 2.87554 -21.41255 33.05971 0.04 0.11 -0.10
H 9.81882 -20.18228 28.57794 -0.15 0.15 0.05
C -1.36347 -13.54097 21.85370 1.08 1.15 0.94
O -0.49531 -14.36032 22.57269 0.53 -1.26 0.75
C 0.78301 -13.87179 22.77308 1.06 1.66 -0.18
C 1.02265 -12.61386 23.68680 -0.59 0.00 0.00
N 0.64374 -12.87732 25.10591 0.05 0.17 0.74
H -0.39320 -13.09379 25.05469 -0.35 0.19 0.25
H 1.07512 -13.76804 25.36737 0.35 0.53 0.52
C 0.82112 -11.66233 26.10297 -0.64 -1.04 -0.34
C 0.92991 -11.94024 27.60373 -1.42 -2.28 -0.38
O -0.23631 -11.46786 28.25173 -0.28 0.10 1.09
C -0.74523 -12.42880 29.21376 1.09 0.06 -0.54
H -0.85488 -13.15368 20.97963 -0.16 -0.18 -0.80
H -1.56845 -12.69291 22.48147 -0.25 0.52 -0.03
H -2.26851 -14.07521 21.71577 -0.67 -0.45 -0.59
H 1.22831 -13.49910 21.82754 -0.16 -0.38 -0.02
H 1.41563 -14.67282 23.12047 0.06 -0.40 0.12
H 0.35183 -11.79320 23.39937 0.43 -0.01 -0.15
H 2.09193 -12.31742 23.64237 -0.65 -0.16 -0.07
H -0.02548 -10.97986 25.92081 0.44 -0.40 -0.24
H 1.74405 -11.29093 25.80362 1.63 1.14 -0.73
H 1.88416 -11.61218 28.04869 -0.17 0.17 -0.10
H 0.84806 -13.06245 27.70423 0.74 0.50 -0.01
H -1.64657 -12.07673 29.72961 0.39 0.23 -0.34
H 0.05085 -12.72892 29.95106 -0.68 0.42 -0.46
H -0.98605 -13.29624 28.59869 -0.35 -0.39 0.29
C 4.83123 -17.93157 30.00936 -0.23 -0.54 1.71
O 6.10977 -17.39322 29.90434 0.87 0.11 -0.69
C 6.61547 -17.02646 28.63278 -2.35 -0.53 -1.42
C 8.06734 -17.06471 28.73233 1.34 -1.63 1.09
N 8.50953 -15.99412 29.64813 1.43 0.00 0.75
H 9.34946 -15.60255 29.20931 -0.21 0.47 0.29
H 7.75953 -15.25184 29.63413 0.16 0.23 0.51
C 9.04340 -16.37855 31.04095 -1.61 -0.85 -0.20
C 9.61430 -15.16888 31.67055 0.62 0.95 -0.55
O 10.65153 -14.74968 30.80458 0.66 -0.50 -0.14
C 11.55811 -13.85634 31.43063 -0.81 0.29 0.60
H 4.89470 -18.20602 31.10234 -1.03 -0.13 -1.10
H 4.58250 -18.83747 29.39796 0.59 0.68 0.28
H 4.04242 -17.17505 29.84894 0.10 -0.14 -0.15
H 6.19069 -16.04562 28.33655 0.33 -0.28 0.07
H 6.33586 -17.76893 27.84123 -0.07 0.36 0.58
H 8.63028 -16.91831 27.82806 -0.27 -0.06 -0.68
H 8.34360 -18.09448 29.12420 0.01 1.24 -0.30
H 9.74186 -17.21350 30.90698 0.07 0.45 -0.15
H 8.24234 -16.75732 31.68880 -0.19 0.08 -0.58
H 10.00225 -15.40734 32.67649 -0.34 0.16 -0.26
H 8.89859 -14.32163 31.64019 -0.14 -0.55 0.79
H 12.45810 -14.33716 31.79537 0.20 -0.36 -0.13
H 11.03741 -13.44297 32.31208 0.40 0.37 -0.38
H 11.79518 -13.09200 30.70882 0.19 0.36 -0.02
C 8.84245 -16.99865 24.14531 -0.04 0.44 1.66
O 8.25684 -15.71903 24.11563 -0.81 0.78 -0.21
C 6.83407 -15.58532 24.22071 0.28 -0.17 -0.19
C 6.35040 -14.20280 23.82428 0.66 0.35 0.00
N 6.40781 -13.21785 24.94948 1.67 -0.60 0.73
H 6.11696 -12.24260 24.52473 -0.31 -0.96 0.04
H 5.74335 -13.50479 25.67345 0.00 0.43 -0.35
C 7.75603 -13.00453 25.65389 -0.42 0.32 -0.02
C 8.58690 -11.89859 24.95339 -0.11 -0.87 0.78
O 7.86866 -10.70991 24.93322 -0.30 0.78 -1.12
C 8.34011 -9.77312 23.89744 0.79 -0.23 2.92
H 8.96982 -17.33621 25.19544 -0.31 -0.14 -0.40
H 9.82714 -16.88225 23.76921 0.94 0.17 -0.46
H 8.35840 -17.74278 23.56028 -0.81 -0.57 -0.50
H 6.47063 -15.74491 25.28435 0.28 -0.43 -1.04
H 6.30338 -16.17492 23.44480 0.43 -0.63 0.88
H 5.27387 -14.42266 23.61154 0.80 0.94 -0.27
H 6.96814 -13.77266 22.96366 -1.19 -0.71 0.97
H 8.35939 -13.90506 25.61369 -0.14 -0.31 -0.05
H 7.50738 -12.79919 26.73265 0.40 0.23 -1.15
H 8.88502 -12.19488 23.93043 -0.16 -0.18 0.32
H 9.50621 -11.80152 25.56628 -0.14 -0.01 -0.31
H 8.40248 -8.83127 24.48419 0.73 -0.40 -0.65
H 7.64348 -9.54716 23.13220 -0.91 -0.62 -0.88
H 9.30363 -10.19588 23.55077 -0.45 0.93 -0.14
C 1.90623 -21.99701 26.99659 -0.71 -1.24 -0.44
O 2.04250 -20.68573 26.47507 0.22 1.03 1.63
C 2.52435 -20.58249 25.18243 -0.73 -1.25 -1.66
C 2.70324 -19.14026 24.82735 -0.44 1.67 0.21
N 1.57529 -18.11538 25.13050 0.36 -0.65 -0.79
H 1.25933 -18.27490 26.08476 -0.56 -0.02 -0.08
H 2.12116 -17.26755 25.05826 0.15 0.82 0.25
C 0.51338 -17.93734 24.05057 1.13 -1.03 -0.21
C -0.71493 -17.22931 24.45086 -0.56 -0.89 1.56
O -1.36631 -18.04915 25.48551 0.46 0.79 -1.39
C -2.70558 -17.57744 25.68245 0.97 0.88 0.14
H 2.86607 -22.49757 26.91839 0.04 -0.46 -0.48
H 1.06772 -22.50492 26.43709 1.06 0.13 0.41
H 1.66712 -22.12436 28.07505 -0.07 1.25 -0.63
H 1.82543 -21.17056 24.52440 0.64 0.64 0.10
H 3.56772 -20.94510 24.96479 -0.75 -0.34 0.65
H 2.95113 -18.91873 23.76306 0.24 -0.49 0.90
H 3.44485 -18.78401 25.56135 0.28 -0.02 -0.78
H 0.30620 -18.94974 23.74034 -0.30 -0.25 -0.33
H 1.01558 -17.37792 23.25360 0.03 -0.20 -0.04
H -1.33208 -17.13948 23.53545 0.11 0.25 0.60
H -0.42388 -16.25234 24.86911 -0.61 0.08 -0.20
H -3.27982 -17.67294 24.75541 -0.13 -0.11 0.24
H -2.58788 -16.50588 25.93373 -0.67 -0.30 0.01
H -3.13319 -18.12295 26.52031 -0.09 -0.03 -0.19
C 1.46607 -11.31146 13.63811 0.03 -0.02 -0.28
O 0.66364 -12.27418 14.37773 0.02 -0.50 -1.52
C 0.06682 -13.30905 13.55291 2.06 -0.60 1.34
C -0.31841 -14.42537 14.51992 -0.31 0.89 1.04
N 0.91681 -14.70640 15.42227 -1.91 -0.72 -1.94
H 1.54488 -15.26377 14.81764 -0.12 -0.05 0.94
H 1.34113 -13.80000 15.50037 0.56 1.10 0.56
C 0.56907 -15.27829 16.77293 1.97 0.40 -0.47
C 1.84603 -15.21010 17.56296 1.97 0.85 0.53
O 2.28439 -13.79610 17.63656 -0.92 -1.78 -0.17
C 2.97404 -13.50882 18.83264 0.28 0.34 1.29
H 1.85241 -10.62334 14.39851 -0.04 -0.22 -0.31
H 0.87241 -10.73752 12.89893 0.02 -0.36 0.51
H 2.30931 -11.77596 13.06413 -0.64 0.07 0.69
H 0.81407 -13.83442 12.91665 -0.02 0.95 -0.16
H -0.73939 -12.96714 12.94453 -0.70 0.29 -0.31
H -0.52723 -15.31798 13.94297 -0.37 -0.22 0.28
H -1.14508 -14.10420 15.20330 0.67 -0.55 -0.63
H 0.26481 -16.30296 16.66781 -0.52 -0.29 -0.11
H -0.14679 -14.61036 17.19763 -0.75 0.17 0.21
H 2.65991 -15.81304 17.07281 -0.63 0.51 0.23
H 1.78048 -15.61529 18.57678 -0.44 0.04 -0.08
H 2.38543 -13.55854 19.77201 -0.27 -0.53 -0.67
H 3.28984 -12.48207 18.83608 0.12 0.57 -0.60
H 3.87840 -14.09342 18.99653 -0.02 -0.38 -0.29
C 5.75971 -13.94031 34.25491 0.82 1.14 -0.66
O 4.58644 -13.84090 33.50114 -0.78 -0.89 -0.43
C 4.80733 -13.76447 32.10716 0.21 0.37 -0.05
C 3.47447 -13.62820 31.44363 0.41 0.32 1.30
N 2.77991 -14.92455 31.23841 -0.79 0.44 0.62
H 2.02025 -14.81538 30.54494 0.16 0.09 0.40
H 3.44483 -15.55574 30.80538 0.18 -0.31 -0.05
C 2.22615 -15.46270 32.51456 -0.58 -2.26 0.49
C 0.96499 -16.34556 32.23264 0.45 2.18 0.52
O 0.12827 -15.51745 31.44655 -0.45 -0.40 -0.24
C -0.94635 -16.24542 30.80047 1.69 0.05 0.44
H 5.49739 -14.00909 35.29989 -0.02 0.01 0.19
H 6.34937 -13.02388 34.03547 0.01 -0.44 0.52
H 6.36018 -14.78655 33.93834 0.14 -0.40 0.07
H 5.33534 -14.60044 31.61075 0.29 -0.01 0.70
H 5.37859 -12.85197 31.85659 -0.08 -0.47 0.14
H 3.69445 -13.23889 30.48837 -0.38 0.88 -1.19
H 2.91215 -13.01296 32.16195 -0.42 0.01 -0.95
H 1.95673 -14.69080 33.22828 0.12 0.41 -0.44
H 3.00219 -16.07780 33.00334 -0.27 0.37 -0.26
H 0.47267 -16.61607 33.16508 0.07 0.09 0.27
H 1.19139 -17.24640 31.73853 0.54 -1.28 -0.91
H -1.71968 -15.54357 30.66117 -0.90 0.75 -0.50
H -1.31855 -17.03026 31.44491 -0.01 -0.35 0.08
H -0.54262 -16.63867 29.85856 -0.45 -0.15 0.07
C 5.52864 -7.57858 28.44345 -0.54 0.30 0.88
O 4.25059 -6.88521 28.15864 1.85 -1.31 0.85
C 4.18808 -6.70046 26.79161 -2.08 0.49 -1.15
C 2.89898 -7.44108 26.29105 1.27 0.25 -0.26
N 1.87819 -7.21913 27.30831 -2.22 1.01 1.33
H 2.34595 -7.43515 28.20383 0.12 0.06 0.03
H 1.62281 -6.21570 27.36456 0.13 -0.60 -0.01
C 0.61519 -8.07905 27.28496 -0.62 -0.82 -0.24
C -0.04567 -8.34007 28.68492 1.46 0.06 -0.43
O 0.97101 -8.90884 29.51397 -0.11 0.72 -1.95
C 0.61572 -9.29531 30.79521 0.09 -1.03 0.92
H 6.30946 -6.83643 28.33247 0.32 0.05 -0.43
H 5.65666 -8.43819 27.75465 -0.10 0.39 0.64
H 5.57836 -7.84318 29.51944 -0.49 -0.21 -0.79
H 5.01019 -7.06606 26.22049 0.73 -0.62 -0.21
H 4.15387 -5.63940 26.57297 -0.31 0.47 -0.08
H 3.11170 -8.49704 26.37803 0.13 -0.40 -0.59
H 2.57723 -7.12884 25.28332 0.04 -0.29 0.53
H 1.00412 -9.03270 26.90579 -0.33 0.12 0.13
H -0.17273 -7.71538 26.56515 1.12 -0.03 0.67
H -0.86644 -9.04848 28.55333 -0.03 0.07 -0.18
H -0.41621 -7.40294 29.10154 -0.13 0.13 0.19
H -0.21426 -10.06477 30.82902 0.59 0.95 -0.17
H 0.37704 -8.40354 31.40435 -0.01 -0.55 0.06
H 1.53914 -9.81467 31.14875 -0.79 0.54 0.22
N 7.18427 -12.89699 29.73824 0.48 0.23 0.42
O 7.29012 -12.56311 30.91301 0.40 0.69 0.69
O 6.54134 -13.98101 29.53102 0.03 -0.66 -1.11
O 7.71133 -12.25046 28.83257 -0.45 -0.56 -0.11
N 4.79534 -10.82876 24.82959 -0.39 1.37 -0.22
O 4.32950 -11.56667 25.67872 -0.60 -1.44 0.73
O 4.67605 -9.61859 24.94149 0.08 0.96 -0.31
O 5.39636 -11.31314 23.82542 -0.29 0.59 -0.85
N 3.32104 -16.38722 22.47725 -1.76 -1.43 -2.40
O 4.42125 -16.57748 22.03509 2.47 0.26 -0.03
O 3.10308 -16.02796 23.62921 0.02 0.79 2.85
O 2.34094 -16.63931 21.73620 -0.76 0.22 -0.02
C -4.00696 -12.15704 24.06131 -1.07 -0.80 1.41
F -3.57562 -12.35094 22.83510 -0.34 -0.68 -0.31
F -4.85996 -11.15790 23.99931 -0.28 0.47 0.39
F -4.67350 -13.24806 24.59121 0.41 0.72 -1.30
S -2.63142 -11.91280 25.21253 2.91 -0.28 -1.06
O -3.14176 -11.67821 26.50832 -0.89 0.20 0.91
O -1.85743 -13.17268 25.05753 -1.53 -0.66 0.39
O -1.80690 -10.89109 24.59911 -0.47 1.06 -0.10
```
Forces are in eV/Å.

Results
- 2S+1 = 1
- LUMO level (eV) = -7.5
- charge = +2

Here are the Mulliken charges for atoms 1 to 6, given in e: -0.1727, -0.1866, -0.0684, -0.1622, -0.1125, -0.7913

[2]
Here is the molecule C6H11N from OMol25. Energies are from wB97M-V/def2-TZVPD.

XYZ file:
```
18
Properties=species:S:1:pos:R:3:forces:R:3
C 0.02442 1.90738 -0.29294 -0.73 -2.16 0.03
C 0.32611 0.40420 -0.59819 0.47 0.08 2.41
C 1.48561 -0.18684 -0.21458 -0.16 0.81 -0.90
N 2.63849 0.49379 0.09370 1.12 1.29 0.31
C -0.87279 -0.49743 -0.71258 -0.87 0.38 -1.72
C -1.69136 -0.75976 0.54082 1.11 -0.90 -0.42
C -1.86368 -1.99882 1.00588 0.83 -0.39 0.20
H -1.05249 1.92057 0.04171 1.05 0.34 -0.41
H 0.63857 2.15721 0.57488 0.05 0.64 -0.32
H 0.13630 2.52644 -1.18278 0.16 0.31 0.31
H 1.61019 -1.25973 -0.20384 -0.25 -0.17 0.04
H 2.79232 1.44857 -0.18223 -0.75 0.11 -0.12
H 3.54440 0.14213 0.34553 -0.46 -1.06 -0.04
H -0.52590 -1.38650 -1.29227 -0.81 0.27 0.70
H -1.54192 0.10667 -1.34403 -0.11 -0.53 -0.50
H -2.04964 0.14908 0.99885 0.07 -0.04 0.65
H -2.04148 -2.31635 2.03745 -0.89 0.59 -0.34
H -1.55715 -2.85061 0.38463 0.16 0.44 0.11
```
Forces are in eV/Å.

Results
- 2S+1 = 1
- SMILES = C=CC/C(C)=C/N
- LUMO level (eV) = 1.1

Here are the natural (NBO) charges for atoms 1 to 6, given in e: -0.6491, -0.0985, 0.0166, -0.8344, -0.4590, -0.1582